(1)
Formula: C6H7O6Zn
Source: OMol25
Level of theory: ωB97M-V with the def2-TZVPD basis set

The geometry in XYZ format:
```
20
Properties=species:S:1:pos:R:3:forces:R:3
O -0.531 0.168 1.351 -0.1331 0.3679 0.3986
O -2.459 -0.848 0.600 -0.0869 -0.0682 -0.1009
C -3.305 0.259 0.336 -0.1141 0.1305 0.2028
C -2.682 0.850 -0.923 -0.4824 0.1418 -0.1719
O -1.293 0.588 -0.740 -0.2204 0.1959 -0.7048
C -1.141 -0.461 0.359 -0.2860 -0.9821 0.1740
H -4.326 -0.107 0.187 0.2599 0.0822 0.0363
H -3.286 0.974 1.173 -0.0012 -0.1597 -0.1699
H -2.849 1.928 -1.026 0.0217 -0.2498 -0.0239
H -3.032 0.329 -1.826 0.1465 0.1468 0.2049
Zn 0.202 1.480 0.216 2.2745 -0.4513 -0.1188
O 2.100 1.300 -0.274 -1.5526 1.9407 -0.1356
O 2.009 -0.915 -0.001 -0.4895 -1.2379 0.2874
C 0.954 -1.179 -0.821 0.3376 0.7843 -0.2812
C -0.338 -1.630 -0.244 -0.0205 -0.2477 0.0250
O 3.953 0.127 0.218 -1.3268 0.4159 -0.3111
C 2.768 0.244 -0.025 1.6655 -1.0483 0.3679
H 1.043 -0.820 -1.847 -0.0817 -0.1196 0.2350
H -0.946 -2.107 -1.025 0.1649 0.1391 0.1960
H -0.172 -2.362 0.559 -0.0755 0.2196 -0.1097
```
Positions in Å, forces in eV/Å.

Calculated values
E_HOMO (alpha / beta) ... -7.63 / -9.81 eV
Calculated total energy ... -67036.3671 eV
Energy relative to the best compared isomer or geometry (same formula, charge and spin) ... 0.000 eV
Multiplicity ... 2

Atom charges from the Löwdin analysis, given in e for atoms 1 to 5: -0.104, -0.004, -0.137, -0.132, -0.156

=====

(2)
Formula: C23H23IrN5O9P2
Source: OMol25
Level of theory: ωB97M-V with the def2-TZVPD basis set

The geometry in XYZ format:
```
63
Properties=species:S:1:pos:R:3:forces:R:3
Ir -0.011 -0.393 -0.407 -4.5924 2.1427 2.3204
C 4.175 -1.731 0.472 -0.0592 0.0980 0.1470
C 4.204 -1.747 1.856 -0.0105 -0.0183 -0.0690
C 3.195 -1.107 2.560 -0.0861 0.0892 -0.0352
C 2.165 -0.501 1.859 0.3146 -0.2352 0.1163
N 2.114 -0.551 0.523 -0.5372 -0.1965 -0.8066
C 3.101 -1.122 -0.159 0.3714 -0.0392 -0.1889
C 1.091 0.271 2.483 -0.1173 0.0903 0.3607
C 1.095 0.703 3.802 -0.0439 -0.0265 -0.0649
C 0.045 1.489 4.248 -0.0212 -0.0761 -0.0575
C -0.969 1.836 3.371 0.0323 -0.0243 -0.0946
C -0.909 1.378 2.061 -0.1745 0.0810 0.2376
N 0.096 0.606 1.664 0.6705 -0.8365 -1.4291
C -1.883 1.699 1.020 -0.3701 0.1923 0.2901
C -3.023 2.455 1.238 0.1240 -0.0688 -0.1533
C -3.873 2.724 0.173 -0.0095 -0.0338 -0.0369
C -3.559 2.241 -1.084 0.1085 -0.0120 0.2445
C -2.410 1.476 -1.231 -0.2753 0.0884 -0.4934
N -1.618 1.220 -0.201 1.5308 -1.4433 -0.9566
H 4.961 -2.188 -0.110 -0.0069 0.0183 -0.0556
H 5.007 -2.243 2.383 0.0109 0.0111 0.0266
H 3.208 -1.092 3.640 0.0010 0.0327 0.0093
H 3.035 -1.085 -1.236 -0.0402 -0.0742 0.0796
H 1.903 0.446 4.469 0.0438 -0.0123 -0.0227
H 0.019 1.836 5.271 0.0092 0.0096 0.0055
H -1.784 2.458 3.705 -0.0208 0.0353 -0.0344
H -3.255 2.827 2.224 0.0382 0.0128 0.0259
H -4.774 3.300 0.334 0.0058 0.0186 -0.0054
H -4.195 2.430 -1.936 0.0500 -0.0210 -0.0523
H -2.140 1.056 -2.193 0.0106 0.0877 0.0835
C 1.294 -1.716 -4.844 0.2792 0.1190 -0.1658
C 0.798 -1.124 -3.547 -1.0359 0.3424 0.2840
O 1.333 -1.736 -2.376 0.3970 -0.3958 -0.2448
P 1.178 0.645 -3.310 0.8988 -0.4157 -0.8115
O 2.752 0.710 -3.366 -0.1481 0.2350 -0.0122
O 0.720 1.495 -4.533 0.0807 0.1069 0.1451
O 0.621 1.100 -1.988 -0.2787 -0.9964 1.6373
P -1.073 -1.053 -3.399 0.9956 -0.5920 -1.3784
O -1.483 -2.377 -4.177 -0.3189 0.2573 0.3240
O -1.537 0.205 -4.035 -0.2984 0.0625 0.0988
O -1.353 -1.256 -1.913 1.1561 0.5484 1.8773
H 2.383 -1.676 -4.892 -0.0215 0.0484 0.0285
H 0.892 -1.157 -5.689 -0.0284 -0.0615 -0.0523
H 0.979 -2.754 -4.943 -0.0912 0.0291 0.0508
H 1.247 -2.698 -2.439 -0.0791 0.0084 -0.0278
H 3.122 1.482 -3.823 0.0532 -0.0743 0.0458
H -0.251 1.434 -4.674 -0.0339 -0.1220 0.0607
H -2.394 -2.393 -4.508 0.0875 -0.0515 -0.0459
O -1.838 -1.184 0.818 1.3234 0.6848 -0.9323
N -1.842 -2.398 1.125 0.0514 -0.9131 0.5189
N -0.793 -3.064 0.917 -1.0212 0.7332 -0.1868
O 0.271 -2.514 0.400 0.9314 1.0202 -0.6800
C -0.750 -4.435 1.315 0.1730 -0.9950 0.2823
C 0.427 -5.150 1.126 -0.0907 0.4055 -0.1229
C 0.490 -6.467 1.544 -0.1214 -0.1251 0.0739
C -0.609 -7.061 2.148 0.0659 0.0178 -0.0244
C -1.783 -6.340 2.328 0.1199 -0.0869 -0.0400
C -1.864 -5.026 1.912 0.0417 0.3587 -0.1433
H 1.274 -4.670 0.658 0.0274 -0.0209 0.0074
H 1.398 -7.034 1.398 0.0339 0.0097 -0.0031
H -0.548 -8.088 2.479 -0.0205 -0.0206 -0.0016
H -2.638 -6.811 2.792 -0.0363 0.0370 0.0022
H -2.770 -4.454 2.041 -0.0484 -0.0433 0.0456
```
Positions in Å, forces in eV/Å.

Calculated values
E_HOMO (alpha / beta) ... -13.84 / -13.80 eV
Total charge ... +2
Calculated total energy ... -71505.2181 eV
Energy relative to the best compared isomer or geometry (same formula, charge and spin) ... 2.933 eV
Multiplicity ... 2

Atom charges from the Löwdin analysis, given in e for atoms 1 to 5: 1.674, 0.005, 0.003, 0.035, -0.204

=====

(3)
Formula: C58H104Ag2Cl21N5O9
Source: OMol25
Level of theory: ωB97M-V with the def2-TZVPD basis set

The geometry in XYZ format:
```
199
Properties=species:S:1:pos:R:3:forces:R:3
Ag -0.741 -0.920 -2.989 -0.5641 -0.2404 -0.6744
Ag 2.935 1.875 3.963 0.4145 -0.1998 -0.1904
C 1.433 1.695 -0.255 0.4802 1.0756 -0.6486
C 1.543 1.857 1.118 -0.6684 -1.5322 -0.9936
C 0.630 0.914 1.963 0.2326 -1.0608 -2.2453
O 0.733 0.892 3.170 0.4747 0.9474 2.5246
C -0.142 -0.086 1.304 -0.7830 -1.1431 1.1213
C -0.130 -0.305 -0.048 -0.3745 0.6758 0.2347
C 0.650 0.693 -0.855 1.0633 1.1041 -0.6676
O 0.657 0.577 -2.100 0.0404 0.0423 -0.3874
O -0.732 -1.212 -0.678 -0.3323 -0.6026 0.1714
O 2.414 2.553 1.649 0.4620 0.8241 1.5555
H 2.061 2.388 -0.891 -0.8336 -1.0578 0.5926
H -0.618 -0.881 1.951 0.5316 1.0459 -0.6180
C 4.170 4.900 0.760 -0.3764 0.9532 1.1801
Cl 2.939 5.886 -0.039 -0.5252 -0.4412 0.1250
Cl 4.694 5.939 2.218 0.3741 -0.7900 -1.0526
Cl 5.359 4.537 -0.453 0.7189 -0.0773 0.4229
H 3.798 3.987 1.253 -0.2191 0.4239 -0.7587
C 0.230 -0.613 5.661 0.0040 0.6022 -0.2865
Cl 0.059 -2.043 4.670 0.2811 -0.0183 -0.4445
Cl 1.963 -0.190 5.925 -0.6935 -0.2676 0.7246
Cl -0.721 -0.883 7.115 0.3630 0.3097 0.3918
H -0.135 0.281 5.147 -0.2206 -0.5776 -0.0120
C 0.204 -3.957 0.403 -0.4525 1.4401 -0.1260
Cl 1.720 -3.066 0.655 0.1165 -0.1625 0.0829
Cl -0.459 -4.522 1.928 0.0996 -0.1283 0.0896
Cl 0.422 -5.241 -0.740 0.2134 -0.5815 -0.1050
H -0.479 -3.198 -0.033 0.3333 -0.6427 0.3673
C 0.605 2.232 -4.794 0.8057 -1.7433 2.2641
Cl 1.619 3.215 -5.652 2.0286 2.3711 -1.9253
Cl 0.905 0.567 -5.279 -0.1685 -1.2054 -0.2081
Cl -1.029 2.618 -5.000 -1.8079 0.4361 0.1826
H 0.978 2.273 -3.754 -1.0134 -0.0643 -0.2509
C 4.037 0.234 -2.683 -0.9224 0.5049 -1.0024
Cl 4.783 -1.040 -1.779 0.1646 -0.4094 0.2852
Cl 4.299 0.087 -4.436 0.1196 -0.5420 -0.2057
Cl 4.665 1.808 -2.262 0.0364 0.4169 0.6696
H 2.940 0.226 -2.566 0.5319 -0.0304 0.3057
C -3.034 0.726 3.276 0.6424 -0.5629 -0.6776
Cl -2.152 2.144 3.789 -0.2766 0.5277 0.3674
Cl -4.441 1.079 2.280 -0.1885 0.1844 0.2005
Cl -3.357 -0.375 4.597 -0.3311 0.0278 0.3400
H -2.350 0.202 2.630 0.0908 -0.1173 -0.2154
C -0.776 4.729 -0.067 0.6653 -0.6420 0.0983
Cl -0.597 4.538 -1.786 -0.0485 -0.1757 -0.8982
Cl -1.761 3.442 0.614 -0.2544 -0.0193 0.1322
Cl -1.384 6.312 0.297 -0.2126 0.4844 0.3131
H 0.221 4.584 0.333 -0.0289 0.2932 0.2640
C -0.247 -2.518 -7.625 -2.0626 -0.8064 0.2006
C 0.540 -3.485 -6.822 1.0301 -1.2380 1.0508
C 1.929 -3.591 -7.411 0.0075 -0.1537 -1.7453
C 2.856 -4.486 -6.672 1.2046 0.2175 0.4933
C 3.033 -3.898 -5.283 -0.3656 -1.8698 0.8840
C 1.686 -3.709 -4.571 -0.1661 0.7123 2.0958
N 0.739 -2.931 -5.413 0.6985 -0.5059 -1.7653
O -0.501 -2.795 -4.753 -0.1555 -0.7111 0.0644
C 1.123 -5.025 -3.990 1.4418 -0.4948 -1.4092
C 1.855 -2.767 -3.293 0.7687 -1.1144 -1.0763
C -0.105 -4.881 -6.903 0.0125 0.5674 1.1729
H 0.310 -1.616 -7.677 0.1442 1.0341 -0.3418
H -1.204 -2.387 -7.064 0.5159 0.3725 -0.6657
H -0.496 -2.966 -8.616 0.3426 0.5960 0.6025
H 1.836 -3.955 -8.460 -0.1414 0.2048 0.5089
H 2.353 -2.615 -7.496 0.3281 0.9696 0.0309
H 3.886 -4.476 -7.106 -0.9414 -0.4748 -0.1454
H 2.381 -5.450 -6.687 0.5446 -0.8150 0.1973
H 3.499 -2.982 -5.460 0.6039 1.9468 0.0279
H 3.782 -4.460 -4.639 -1.1712 0.3452 -0.5767
H 0.984 -5.866 -4.678 -0.0532 0.3746 -0.0131
H 1.830 -5.390 -3.260 0.2041 0.0401 0.3657
H 0.230 -4.823 -3.480 -1.3843 -0.0002 0.8603
H 0.870 -2.639 -2.816 0.5898 -0.1497 0.1631
H 2.614 -3.223 -2.591 -0.8703 0.7586 -0.6329
H 2.174 -1.822 -3.749 0.1360 0.0279 0.6390
H -1.062 -4.866 -6.426 -0.7831 -0.0786 0.5036
H 0.457 -5.710 -6.509 0.2561 0.0046 0.3174
H -0.296 -5.149 -7.896 -0.2538 -0.0919 -1.7608
H -0.702 -3.708 -4.467 -0.5175 0.4859 0.0239
C -3.354 1.315 -1.869 0.3341 -1.4072 -1.1009
C -4.438 1.042 -2.927 -1.2725 0.6580 1.0449
C -4.900 2.336 -3.617 1.6845 1.3459 1.0886
C -5.667 2.117 -4.866 -2.0640 1.0379 -1.0081
C -5.077 1.102 -5.818 -0.4182 -0.7367 -0.6656
C -4.667 -0.246 -5.172 0.7860 1.5853 0.8261
N -3.896 0.238 -3.967 2.0869 -2.1311 -1.0024
O -3.240 -0.914 -3.320 -1.5368 0.4136 -0.0997
C -5.900 -1.022 -4.764 0.3206 -1.0936 0.9139
C -3.693 -0.901 -6.142 0.2926 -1.3728 0.1271
C -5.612 0.424 -2.152 0.6297 -0.7260 1.3155
H -3.706 2.006 -1.178 -0.8354 1.1032 1.4751
H -2.513 1.767 -2.312 1.2153 0.6259 -0.8557
H -2.953 0.413 -1.371 -0.6288 0.3651 -0.0381
H -5.378 3.066 -2.895 0.2742 -0.9998 -0.7235
H -3.955 2.814 -3.920 -0.0688 0.1283 0.1666
H -5.762 3.090 -5.471 -0.0187 -1.2059 1.0697
H -6.714 1.818 -4.588 0.6846 0.2300 -0.4357
H -4.171 1.479 -6.318 -0.3704 0.1266 0.1485
H -5.855 0.879 -6.587 0.6870 0.1681 0.2417
H -6.438 -1.518 -5.520 -0.4023 -0.3425 -1.5982
H -5.865 -1.809 -3.987 0.9432 0.4017 -0.3089
H -6.555 -0.322 -4.341 -1.1661 0.9433 0.3878
H -2.796 -0.349 -6.417 -0.2489 0.6907 0.2578
H -3.278 -1.818 -5.735 -0.0914 -0.3087 0.3610
H -4.161 -1.221 -7.072 -0.3929 0.2658 -0.0269
H -5.519 -0.656 -2.038 0.0504 -0.2715 -0.1548
H -6.574 0.585 -2.569 -0.8623 0.3955 -0.2966
H -5.577 0.737 -1.096 -0.2691 0.3402 -0.4312
H -3.880 -1.159 -2.595 1.1646 -0.2087 -0.7142
C -2.672 -4.722 -2.533 0.4747 0.5415 -0.7787
C -3.963 -4.616 -1.755 0.2061 -0.9741 1.4343
C -4.301 -6.076 -1.248 0.2877 1.3095 1.0459
C -5.399 -6.034 -0.133 1.3883 0.8198 -0.0730
C -4.909 -5.070 0.975 2.7418 -0.5144 -0.7325
C -4.473 -3.603 0.529 -1.1350 -1.2465 2.1648
N -3.568 -3.734 -0.563 0.4377 -0.8342 -0.5408
O -3.358 -2.414 -1.017 0.3819 0.5741 -0.5236
C -5.763 -2.838 0.273 -1.3070 -0.0451 0.1799
C -3.713 -3.027 1.783 -1.3610 -0.6516 0.0995
C -5.080 -4.019 -2.558 1.7893 -0.1259 -1.4010
H -1.916 -5.113 -1.850 0.0749 0.4125 -0.1022
H -2.415 -3.676 -2.891 0.0381 -1.2740 0.1125
H -2.707 -5.470 -3.358 -0.3075 0.7245 0.2046
H -4.661 -6.667 -2.111 0.5590 0.1255 0.3882
H -3.302 -6.390 -0.831 -1.1463 -0.4643 -0.3647
H -5.534 -6.984 0.363 -0.0671 -0.5168 -0.1896
H -6.322 -5.771 -0.614 -0.7086 0.3268 0.0052
H -3.923 -5.626 1.313 -1.7367 1.2408 -0.2235
H -5.546 -4.938 1.834 -0.3611 -0.3142 0.2084
H -6.437 -3.108 1.119 0.0975 0.0368 -0.7960
H -5.765 -1.755 0.316 0.7590 0.3300 -0.0465
H -6.221 -3.085 -0.703 0.0211 -0.0546 0.8232
H -4.356 -2.707 2.649 0.1740 -0.3423 -1.0572
H -3.122 -3.855 2.137 0.5379 -0.0024 0.2699
H -3.089 -2.196 1.543 0.5245 0.6455 -0.3367
H -6.035 -4.294 -2.214 -1.2258 -0.0274 0.3025
H -4.936 -4.329 -3.603 -0.3403 -0.0670 0.1503
H -4.840 -2.974 -2.543 -0.7135 0.7072 -0.1108
H -2.460 -2.156 -0.737 -0.0781 -0.0532 -0.0827
C 0.577 5.779 3.260 1.1635 -0.0802 0.0560
C 0.961 5.682 4.693 -0.7459 -1.0068 2.0223
C 0.268 6.840 5.435 1.6509 -0.0462 1.6743
C 0.287 6.617 6.986 -1.3012 0.3936 -0.3559
C -0.419 5.327 7.320 0.4208 -1.0585 -0.8671
C 0.333 4.125 6.709 0.2519 0.4351 1.1567
N 0.349 4.373 5.254 0.7932 0.5617 -0.3439
O 1.176 3.324 4.756 -0.3407 -0.8489 -1.1655
C 1.707 3.895 7.424 -0.4311 -0.1950 -0.0761
C -0.422 2.823 6.930 -0.5503 -0.2687 0.9818
C 2.472 5.660 4.904 -0.1856 0.8843 1.5108
H 1.136 5.034 2.743 0.4483 -0.6511 -0.8488
H 0.907 6.752 2.909 -0.3161 0.1720 -0.3613
H -0.455 5.571 3.137 -1.1169 0.1908 -0.2377
H 0.854 7.746 5.190 -0.5786 -0.2022 -0.0360
H -0.756 6.922 5.111 -0.3904 0.1742 -0.2236
H -0.272 7.387 7.559 0.5495 0.0797 -0.6505
H 1.273 6.533 7.427 0.3770 0.4159 -0.2097
H -1.436 5.267 6.943 -0.2710 0.3331 -0.1438
H -0.467 5.217 8.379 -0.0484 -0.2725 0.9352
H 2.360 4.754 7.454 0.2494 0.0068 -0.2317
H 1.538 3.686 8.489 -0.2700 -0.2911 -0.2935
H 2.187 3.020 6.954 0.1021 0.4835 0.3223
H -0.692 2.648 8.010 0.8744 0.1087 -0.8238
H -1.398 2.889 6.491 -0.5294 -0.0359 -0.7238
H 0.129 1.969 6.502 -0.3036 0.3746 0.4326
H 2.912 6.599 4.571 0.0869 -0.0918 -0.3924
H 2.946 4.800 4.455 0.1023 0.0151 -0.2802
H 2.667 5.634 6.001 0.0416 0.0223 -1.0850
H 0.630 2.805 4.132 -0.0029 0.2905 0.2912
C 3.944 -1.088 3.495 -0.4201 0.8101 0.8480
C 5.255 -0.315 3.347 -0.3699 0.3620 2.4663
C 5.374 0.415 2.059 0.8272 -1.2556 -1.4834
C 6.489 1.429 1.918 -1.0890 0.7478 1.1706
C 6.209 2.498 2.987 -1.3641 1.4238 -1.7140
C 6.136 1.929 4.372 0.2508 -0.1092 1.8213
N 5.129 0.856 4.386 -0.0740 -1.9638 0.5715
O 5.028 0.277 5.734 -0.2738 0.7508 -1.0053
C 7.577 1.571 4.844 -0.6319 0.0362 -0.7888
C 5.661 3.019 5.384 0.0673 -0.5811 -1.3326
C 6.373 -1.338 3.609 1.5492 2.1601 0.2278
H 3.160 -0.492 3.022 -0.2999 -0.3879 -0.2118
H 3.616 -1.223 4.566 0.8695 0.0195 -1.3159
H 4.050 -2.059 3.051 -0.2313 -0.4492 -0.4572
H 5.464 -0.360 1.312 0.2484 -0.4002 -0.5566
H 4.435 0.848 1.794 -0.8120 0.8019 0.0106
H 6.564 1.780 0.901 -0.3785 0.5549 -0.2592
H 7.477 1.132 2.145 1.0397 -1.3050 0.1452
H 5.254 3.081 2.711 1.1356 -0.8698 0.5789
H 7.003 3.232 2.987 0.2222 0.4010 -0.0049
H 8.002 2.488 5.222 0.2569 0.0580 0.3721
H 7.566 0.807 5.593 0.2089 -0.2983 0.7025
H 8.231 1.233 4.053 0.0381 -0.1963 -0.2833
H 4.656 3.298 5.132 -0.7443 0.3652 -0.1952
H 5.668 2.825 6.448 0.4066 -0.5086 0.0952
H 6.311 3.822 5.119 0.2745 1.0799 0.3290
H 7.374 -0.802 3.554 -0.9897 -0.9038 0.1771
H 6.372 -2.102 2.852 -0.1337 -0.2605 -0.3550
H 6.254 -1.806 4.582 0.0246 -0.0499 0.1152
H 5.916 0.045 6.029 0.1957 -0.0412 -0.1773
```
Positions in Å, forces in eV/Å.

Calculated values
E_HOMO ... -7.86 eV
Calculated total energy ... -358673.6536 eV
Energy relative to the best compared isomer or geometry (same formula, charge and spin) ... 0.000 eV

Atom charges from the Löwdin analysis, given in e for atoms 1 to 5: 0.783, 0.789, -0.002, -0.376, -0.363